Entry 1:
C25H28F5InO2 as an isolated structure, computed with the ωB97M-V functional and the def2-TZVPD basis.

Structure (XYZ):
```
61
C25H28F5InO2 (the ωB97M-V functional and the def2-TZVPD basis)
O -0.26 -0.40 -3.27
C -0.21 0.78 -4.19
C -0.05 -0.01 -5.46
H 0.66 1.42 -4.00
H -1.12 1.39 -4.11
C -0.12 -1.20 -4.48
H 0.95 0.08 -5.91
H -0.88 0.05 -6.17
C 1.22 -1.90 -4.58
H 2.03 -1.18 -4.43
H 1.28 -2.27 -5.61
H 1.31 -2.75 -3.90
C -1.30 -2.11 -4.76
H -2.23 -1.54 -4.82
H -1.38 -2.91 -4.02
H -1.10 -2.56 -5.73
In -0.28 -0.54 1.25
C -2.88 -1.21 3.75
C -2.56 0.15 3.49
C -2.83 0.42 2.11
H -2.20 0.88 4.20
C -3.33 -0.80 1.53
C -3.37 -1.79 2.55
H -3.74 -2.81 2.44
H -2.77 -1.71 4.71
H -2.75 1.39 1.63
H -3.65 -0.89 0.48
C 1.03 -2.63 3.70
C -0.05 -3.07 2.91
C 0.30 -2.90 1.52
H -0.98 -3.50 3.28
C 1.66 -2.36 1.49
C 2.08 -2.17 2.85
H 3.05 -1.82 3.18
H 1.08 -2.70 4.79
H -0.21 -3.34 0.68
H 2.27 -2.24 0.59
O 1.94 2.24 -2.32
C 1.26 1.22 -1.52
C -0.27 1.51 -1.44
H 1.61 1.23 -0.47
H 1.54 0.25 -1.94
C -0.32 3.00 -1.81
H -0.64 1.39 -0.41
H -0.91 0.87 -2.06
C 1.03 3.36 -2.46
H -0.41 3.49 -0.83
H -1.15 3.29 -2.45
H 1.51 4.24 -1.99
H 0.95 3.59 -3.55
F -0.35 -0.44 4.75
C 0.40 0.60 4.29
C 0.54 0.86 2.94
C 1.39 1.92 2.64
F 1.67 2.23 1.32
C 2.05 2.70 3.61
F 2.90 3.68 3.24
C 1.91 2.35 4.96
F 2.60 3.01 5.91
C 1.07 1.29 5.31
F 0.99 0.87 6.59
```

orbital gap (alpha / beta) = 5.342 / 5.305 eV
HOMO level (alpha / beta) = -7.639 / -7.615 eV
E_LUMO (alpha / beta) = -2.30 / -2.31 eV

Population analysis type Löwdin, resulting atomic charges in e: O -0.134; C -0.142; C -0.072; H 0.108; H 0.129; C -0.586; H 0.117; H 0.119; C -0.027; H 0.095; H 0.096; H 0.087; C -0.016; H 0.092; H 0.088; H 0.091; In 1.201; C -0.115; C -0.181; C -0.209; H 0.095; C -0.178; C -0.159; H 0.090; H 0.104; H 0.088; H 0.087; C -0.109; C -0.135; C -0.255; H 0.100; C -0.210; C -0.116; H 0.105; H 0.114; H 0.094; H 0.095; O -0.151; C -0.179; C -0.184; H 0.080; H 0.115; C -0.145; H 0.048; H 0.087; C -0.185; H 0.112; H 0.111; H 0.119; H 0.114; F 0.028; C -0.236; C -0.059; C -0.209; F 0.026; C -0.122; F 0.100; C -0.119; F 0.111; C -0.122; F 0.108

Entry 2:
C25H28F5O2STl as an isolated structure, computed with the ωB97M-V functional and the def2-TZVPD basis.

Structure (XYZ):
```
62
C25H28F5O2STl (the ωB97M-V functional and the def2-TZVPD basis)
O -0.27 0.61 -0.59
C 0.78 0.13 -1.50
C 0.28 1.02 -2.64
H 0.66 -0.94 -1.73
H 1.77 0.40 -1.13
C -0.86 1.40 -1.66
H 0.02 0.46 -3.53
H 0.97 1.83 -2.87
C -2.20 0.81 -2.01
H -2.14 -0.29 -2.06
H -2.54 1.18 -2.99
H -2.93 1.11 -1.25
C -0.93 2.86 -1.27
H 0.07 3.28 -1.12
H -1.51 2.97 -0.33
H -1.45 3.42 -2.07
Tl 0.33 -0.31 1.78
C 0.94 2.39 3.33
C 1.94 1.37 3.23
C 2.40 1.34 1.85
H 2.42 0.83 4.04
C 1.73 2.42 1.15
C 0.82 3.03 2.06
H 0.21 3.90 1.85
H 0.40 2.67 4.24
H 3.18 0.69 1.46
H 1.97 2.77 0.15
C -1.88 0.16 3.67
C -2.29 1.33 3.00
C -2.66 0.99 1.66
H -2.40 2.33 3.46
C -2.48 -0.40 1.49
C -2.00 -0.94 2.73
H -1.93 -2.01 2.99
H -1.58 0.09 4.73
H -3.14 1.68 0.94
H -2.72 -0.97 0.58
O 0.60 -0.99 -5.59
C 0.10 0.07 -6.44
C 0.28 -0.33 -7.89
H 0.68 0.99 -6.23
H -0.94 0.29 -6.17
C 1.49 -1.30 -7.81
H 0.47 0.53 -8.55
H -0.59 -0.87 -8.27
C 1.27 -1.95 -6.45
H 2.42 -0.72 -7.83
H 1.51 -2.03 -8.64
H 2.20 -2.27 -5.97
H 0.65 -2.84 -6.57
F 0.08 -3.56 8.44
C 0.30 -3.11 7.20
C 0.45 -1.74 6.98
F 0.37 -0.85 8.01
C 0.68 -1.30 5.69
F 0.74 0.07 5.48
C 0.86 -2.22 4.61
S 1.63 -2.09 3.07
C 0.58 -3.57 4.90
F 0.62 -4.47 3.88
C 0.35 -4.03 6.17
F 0.23 -5.36 6.34
```

orbital gap (alpha / beta) = 5.249 / 5.231 eV
HOMO level (alpha / beta) = -7.611 / -7.603 eV
E_LUMO (alpha / beta) = -2.36 / -2.37 eV

Population analysis type Löwdin, resulting atomic charges in e: O -0.222; C -0.143; C -0.053; H 0.127; H 0.110; C -0.552; H 0.095; H 0.118; C -0.011; H 0.100; H 0.095; H 0.076; C -0.006; H 0.080; H 0.086; H 0.100; Tl 1.020; C -0.145; C -0.217; C -0.206; H 0.089; C -0.170; C -0.138; H 0.092; H 0.098; H 0.091; H 0.087; C -0.174; C -0.142; C -0.164; H 0.110; C -0.192; C -0.216; H 0.107; H 0.099; H 0.090; H 0.100; O -0.162; C -0.219; C -0.166; H 0.116; H 0.117; C -0.165; H 0.115; H 0.110; C -0.201; H 0.111; H 0.115; H 0.117; H 0.116; F 0.126; C -0.129; C -0.126; F 0.111; C -0.151; F 0.037; C -0.522; S 0.662; C -0.252; F 0.040; C -0.135; F 0.119

Entry 3:
C25H28F5O3Sm as an isolated structure, computed with the ωB97M-V functional and the def2-TZVPD basis.

Structure (XYZ):
```
62
C25H28F5O3Sm (the ωB97M-V functional and the def2-TZVPD basis)
O -0.28 0.45 -0.48
C 0.76 0.06 -1.50
C 0.15 0.92 -2.58
H 0.70 -1.01 -1.68
H 1.75 0.37 -1.15
C -0.92 1.28 -1.54
H -0.21 0.34 -3.43
H 0.79 1.76 -2.89
C -2.29 0.72 -1.89
H -2.22 -0.36 -2.06
H -2.67 1.20 -2.80
H -3.01 0.90 -1.08
C -0.97 2.74 -1.15
H 0.03 3.13 -0.97
H -1.57 2.88 -0.24
H -1.45 3.33 -1.95
Sm -0.08 0.30 1.87
C 0.70 2.27 3.39
C 1.86 1.43 3.33
C 2.38 1.50 2.00
H 2.33 0.92 4.16
C 1.51 2.33 1.23
C 0.47 2.81 2.08
H -0.30 3.53 1.80
H 0.15 2.52 4.30
H 3.31 1.05 1.66
H 1.70 2.62 0.19
C -2.01 0.21 3.70
C -2.18 1.43 2.98
C -2.54 1.11 1.64
H -2.12 2.44 3.40
C -2.61 -0.32 1.54
C -2.29 -0.87 2.82
H -2.33 -1.92 3.09
H -1.84 0.12 4.77
H -2.86 1.82 0.88
H -2.90 -0.89 0.65
O 0.49 -0.69 -5.25
C -0.09 0.24 -6.20
C 0.19 -0.25 -7.64
H 0.35 1.24 -6.04
H -1.17 0.30 -6.00
C 1.29 -1.32 -7.47
H 0.48 0.57 -8.30
H -0.72 -0.72 -8.04
C 1.13 -1.76 -6.00
H 2.28 -0.86 -7.63
H 1.18 -2.16 -8.16
H 2.09 -1.99 -5.52
H 0.50 -2.66 -5.96
F 1.46 -4.26 7.59
C 1.27 -3.52 6.49
C 1.00 -2.15 6.60
F 0.95 -1.57 7.82
C 0.81 -1.40 5.46
F 0.50 -0.07 5.59
C 0.89 -1.97 4.16
O 0.68 -1.29 3.08
C 1.18 -3.36 4.08
F 1.26 -3.93 2.86
C 1.36 -4.11 5.23
F 1.65 -5.43 5.14
```

multiplicity = 6
orbital gap (alpha / beta) = 7.911 / 7.986 eV
HOMO level (alpha / beta) = -7.706 / -7.778 eV
E_LUMO (alpha / beta) = 0.21 / 0.21 eV
<S²> = 8.76

Population analysis type Löwdin, resulting atomic charges in e: O -0.271; C -0.087; C -0.068; H 0.130; H 0.119; C -0.518; H 0.093; H 0.132; C -0.006; H 0.102; H 0.101; H 0.074; C -0.008; H 0.077; H 0.068; H 0.105; Sm 1.711; C -0.214; C -0.194; C -0.185; H 0.107; C -0.229; C -0.231; H 0.104; H 0.111; H 0.103; H 0.090; C -0.184; C -0.213; C -0.232; H 0.110; C -0.220; C -0.190; H 0.113; H 0.109; H 0.087; H 0.101; O -0.184; C -0.201; C -0.157; H 0.117; H 0.114; C -0.160; H 0.107; H 0.109; C -0.182; H 0.110; H 0.108; H 0.116; H 0.119; F 0.100; C -0.143; C -0.136; F 0.104; C -0.116; F 0.064; C -0.262; O -0.257; C -0.129; F 0.092; C -0.135; F 0.103

Entry 4:
C25H28N4O4 in the gas phase, computed with the ωB97M-V functional and the def2-TZVPD basis.

Structure (XYZ):
```
61
C25H28N4O4 (the ωB97M-V functional and the def2-TZVPD basis)
C -5.50 2.83 3.13
H -5.10 2.96 4.13
H -5.63 3.80 2.67
H -6.48 2.35 3.22
C -4.57 1.95 2.30
N -3.25 2.53 2.17
C -2.33 2.21 3.09
O -2.57 1.50 4.06
C -0.96 2.78 2.96
C 0.10 2.54 2.11
N 1.21 3.20 2.55
C 0.86 3.81 3.64
N -0.45 3.59 3.94
H -0.95 3.90 4.75
H 1.50 4.43 4.23
C 0.14 1.67 0.92
O -0.82 1.03 0.51
N 1.35 1.65 0.33
H 2.08 2.20 0.75
C 1.64 0.88 -0.85
C 0.62 -0.26 -1.01
O -0.11 -0.37 -1.96
O 0.74 -1.15 -0.02
C -0.18 -2.25 -0.02
C 0.38 -3.43 -0.77
C 1.05 -4.44 -0.10
C 1.57 -5.52 -0.79
C 1.44 -5.59 -2.17
C 0.79 -4.57 -2.85
C 0.26 -3.50 -2.16
H -0.24 -2.70 -2.69
H 0.69 -4.62 -3.92
H 1.84 -6.43 -2.71
H 2.08 -6.30 -0.26
H 1.15 -4.39 0.98
H -1.12 -1.91 -0.47
H -0.33 -2.49 1.03
H 1.53 1.51 -1.75
C 3.05 0.29 -0.77
C 3.28 -0.74 -1.85
C 3.24 -0.38 -3.19
C 3.42 -1.34 -4.18
C 3.66 -2.66 -3.84
C 3.71 -3.02 -2.50
C 3.51 -2.07 -1.52
H 3.54 -2.36 -0.48
H 3.89 -4.05 -2.23
H 3.80 -3.40 -4.61
H 3.38 -1.05 -5.22
H 3.07 0.65 -3.47
H 3.78 1.10 -0.87
H 3.18 -0.17 0.21
C -3.05 3.51 1.12
C -3.13 2.92 -0.29
H -4.14 2.61 -0.53
H -2.82 3.66 -1.01
H -2.47 2.06 -0.36
H -2.07 3.97 1.26
H -3.81 4.29 1.23
H -4.98 1.78 1.31
H -4.45 0.98 2.80
```

orbital gap = 9.530 eV
HOMO level = -8.864 eV
E_LUMO = 0.67 eV

Population analysis type Löwdin, resulting atomic charges in e: C -0.065; H 0.074; H 0.065; H 0.074; C -0.190; N -0.057; C -0.408; O 0.072; C -0.101; C -0.147; N 0.115; C -0.166; N 0.141; H 0.169; H 0.120; C -0.395; O 0.079; N 0.132; H 0.133; C -0.187; C -0.492; O 0.123; O 0.022; C -0.091; C -0.195; C -0.043; C -0.090; C -0.104; C -0.085; C -0.026; H 0.112; H 0.106; H 0.102; H 0.101; H 0.113; H 0.137; H 0.135; H 0.159; C -0.086; C -0.231; C -0.037; C -0.076; C -0.091; C -0.087; C -0.036; H 0.116; H 0.101; H 0.102; H 0.102; H 0.115; H 0.128; H 0.124; C -0.191; C -0.062; H 0.065; H 0.077; H 0.057; H 0.116; H 0.117; H 0.113; H 0.123

Entry 5:
C25H28N4O5S in the gas phase, computed with the ωB97M-V functional and the def2-TZVPD basis.

Structure (XYZ):
```
63
C25H28N4O5S (the ωB97M-V functional and the def2-TZVPD basis)
C 5.50 2.77 -1.31
C 5.40 1.45 -2.06
H 6.09 0.72 -1.64
H 5.60 1.59 -3.13
O 4.07 0.93 -2.01
C 3.74 0.24 -0.90
O 4.55 0.02 -0.01
C 2.38 -0.28 -0.93
C 1.30 0.34 -1.52
N 0.09 -0.23 -1.68
C -0.24 -1.59 -1.85
C -1.30 -1.89 -2.69
C -1.63 -3.20 -2.97
C -0.90 -4.23 -2.41
C 0.13 -3.94 -1.53
C 0.46 -2.63 -1.23
N 1.33 -2.41 -0.19
C 2.08 -1.40 0.00
N 2.65 -1.29 1.26
C 2.01 -1.66 2.41
O 2.56 -1.77 3.47
C 0.52 -1.82 2.21
C -0.17 -0.75 1.66
C -1.51 -0.88 1.36
C -2.19 -2.05 1.63
C -1.52 -3.10 2.24
C -0.16 -2.98 2.53
H 0.37 -3.80 2.98
H -2.04 -4.01 2.48
H -3.24 -2.13 1.37
S -2.34 0.48 0.55
O -1.50 1.65 0.64
O -2.73 0.10 -0.78
N -3.74 0.60 1.48
C -3.48 1.26 2.75
H -2.47 1.03 3.07
H -4.19 0.87 3.48
C -3.71 2.77 2.50
H -4.24 3.22 3.33
H -2.75 3.27 2.38
C -4.51 2.83 1.19
H -5.43 3.40 1.29
H -3.91 3.28 0.40
C -4.80 1.36 0.85
H -4.79 1.15 -0.22
H -5.75 1.03 1.28
H 0.32 0.19 1.43
H 3.59 -0.90 1.29
H 0.68 -4.73 -1.04
H -1.14 -5.26 -2.63
H -2.46 -3.42 -3.63
H -1.88 -1.08 -3.12
H -0.67 0.39 -1.93
C 1.35 1.79 -1.92
H 0.48 2.03 -2.54
C 1.32 2.68 -0.67
H 0.41 2.51 -0.10
H 1.36 3.73 -0.96
H 2.18 2.47 -0.04
H 2.25 1.99 -2.49
H 6.50 3.18 -1.43
H 4.78 3.49 -1.69
H 5.31 2.61 -0.25
```

orbital gap = 7.914 eV
HOMO level = -7.570 eV
E_LUMO = 0.34 eV

Population analysis type Löwdin, resulting atomic charges in e: C -0.058; C -0.211; H 0.122; H 0.124; O -0.025; C -0.439; O 0.078; C -0.002; C -0.164; N 0.138; C -0.165; C -0.027; C -0.085; C -0.091; C -0.015; C -0.198; N 0.181; C -0.250; N 0.176; C -0.409; O 0.107; C -0.133; C -0.011; C -0.265; C -0.046; C -0.045; C 0.003; H 0.126; H 0.109; H 0.116; S 0.694; O -0.289; O -0.286; N -0.235; C -0.193; H 0.116; H 0.126; C -0.156; H 0.106; H 0.102; C -0.155; H 0.106; H 0.106; C -0.191; H 0.110; H 0.127; H 0.127; H 0.138; H 0.112; H 0.100; H 0.101; H 0.112; H 0.125; C -0.146; H 0.119; C -0.058; H 0.046; H 0.078; H 0.078; H 0.108; H 0.077; H 0.075; H 0.075

Entry 6:
C25H28N5OPtS2Te as an isolated structure, computed with the ωB97M-V functional and the def2-TZVPD basis.

Structure (XYZ):
```
63
C25H28N5OPtS2Te (the ωB97M-V functional and the def2-TZVPD basis)
Pt -2.42 -2.14 0.55
N -1.08 -3.64 -0.10
N -1.74 -4.85 -0.40
C -3.04 -4.87 -0.74
N -3.56 -6.08 -0.98
S -3.94 -3.46 -0.94
H -0.53 -3.34 -0.90
H -0.47 -3.77 0.70
H -1.22 -5.70 -0.23
H -3.08 -6.92 -0.71
H -4.56 -6.13 -1.10
S -3.03 -4.06 4.87
C -2.77 -3.67 3.33
N -2.56 -3.44 2.20
C 6.15 3.70 -0.70
C 4.91 2.86 -0.87
C 4.98 1.49 -1.03
C 3.85 0.70 -1.18
C 4.05 -0.78 -1.33
C 2.58 1.31 -1.17
Te 0.79 0.17 -1.43
N -2.20 -0.69 -0.81
C -3.04 0.04 -0.17
O -3.55 -0.53 0.94
C -3.42 1.43 -0.50
C -4.26 2.15 0.35
C -4.58 3.46 0.05
C -4.05 4.07 -1.08
C -3.21 3.35 -1.93
C -2.90 2.03 -1.64
C 0.80 -0.79 0.47
C 1.42 -2.03 0.57
C 1.36 -2.77 1.75
C 0.64 -2.28 2.83
C 0.04 -1.03 2.73
C 0.13 -0.26 1.58
C -0.48 1.12 1.57
C 2.49 2.70 -1.02
C 1.20 3.49 -1.00
C 3.66 3.45 -0.87
H 7.05 3.10 -0.84
H 6.19 4.13 0.30
H 6.17 4.52 -1.42
H 5.95 1.01 -1.04
H 5.06 -1.00 -1.66
H 3.34 -1.22 -2.03
H 3.91 -1.28 -0.37
H -4.65 1.66 1.23
H -5.23 4.02 0.71
H -4.30 5.09 -1.31
H -2.81 3.82 -2.81
H -2.24 1.45 -2.28
H 1.96 -2.42 -0.28
H 1.88 -3.72 1.82
H 0.54 -2.86 3.73
H -0.52 -0.65 3.58
H -1.18 1.24 2.40
H -1.00 1.31 0.64
H 0.31 1.87 1.67
H 0.32 2.87 -1.10
H 1.20 4.22 -1.80
H 1.11 4.04 -0.06
H 3.57 4.52 -0.75
```

multiplicity = 2
orbital gap (alpha / beta) = 7.301 / 6.307 eV
HOMO level (alpha / beta) = -7.693 / -7.684 eV
E_LUMO (alpha / beta) = -0.39 / -1.38 eV
<S²> = 0.75

Population analysis type Löwdin, resulting atomic charges in e: Pt 1.111; N -0.079; N -0.042; C -0.834; N 0.111; S 0.736; H 0.121; H 0.077; H 0.159; H 0.115; H 0.104; S 0.504; C -0.991; N -0.129; C -0.049; C -0.268; C -0.022; C -0.302; C -0.088; C -0.401; Te 1.407; N -0.101; C -0.652; O -0.240; C -0.179; C -0.019; C -0.078; C -0.089; C -0.080; C -0.041; C -0.477; C -0.200; C -0.121; C -0.084; C -0.051; C -0.319; C -0.055; C -0.304; C -0.087; C -0.027; H 0.072; H 0.082; H 0.080; H 0.113; H 0.076; H 0.039; H 0.071; H 0.117; H 0.102; H 0.100; H 0.102; H 0.092; H 0.078; H 0.107; H 0.111; H 0.121; H 0.089; H 0.030; H 0.092; H -0.003; H 0.084; H 0.085; H 0.123

Entry 7:
C25H28N5Re as an isolated structure, computed with the ωB97M-V functional and the def2-TZVPD basis.

Structure (XYZ):
```
59
C25H28N5Re (the ωB97M-V functional and the def2-TZVPD basis)
Re 0.24 -0.56 -0.07
C 0.76 -1.87 -6.39
C 0.17 -1.65 -5.02
C -0.32 -2.72 -4.27
C -0.82 -2.54 -3.00
C -0.87 -1.27 -2.43
N -1.38 -1.05 -1.12
C -2.66 -0.49 -1.04
C -3.49 -0.42 -2.16
C -4.75 0.16 -2.11
C -5.24 0.71 -0.93
C -6.58 1.39 -0.88
C -4.43 0.64 0.19
C -3.18 0.03 0.15
N -2.47 -0.06 1.39
C -3.02 -0.18 2.62
C -2.01 -0.09 3.55
C -0.85 0.08 2.80
N -1.13 0.10 1.50
C -0.37 -0.20 -3.18
C 0.15 -0.39 -4.45
N -0.39 1.11 -2.61
C -0.68 2.28 -3.20
C -0.54 3.27 -2.26
C -0.15 2.61 -1.10
N -0.07 1.30 -1.31
H 0.33 -2.74 -6.87
H 0.59 -1.00 -7.03
H 1.84 -2.02 -6.32
H -0.30 -3.72 -4.70
H -1.20 -3.38 -2.42
H -3.14 -0.83 -3.09
H -5.35 0.18 -3.00
H -7.30 0.88 -1.53
H -6.99 1.41 0.13
H -6.50 2.42 -1.23
H -4.77 1.08 1.12
H -4.08 -0.34 2.73
H -2.11 -0.16 4.62
H 0.17 0.17 3.13
H 0.56 0.46 -4.99
H -0.97 2.31 -4.24
H -0.69 4.33 -2.40
H 0.06 3.01 -0.12
C 3.13 -3.21 1.26
C 2.82 -2.59 -0.11
C 2.32 -3.66 -1.08
C 4.08 -1.91 -0.68
C 1.74 -1.57 0.05
H 3.90 -3.98 1.15
H 2.24 -3.68 1.68
H 3.50 -2.46 1.96
H 3.09 -4.42 -1.23
H 2.08 -3.22 -2.05
H 1.43 -4.15 -0.69
H 4.87 -2.64 -0.80
H 4.44 -1.13 0.00
H 3.87 -1.45 -1.65
H 2.02 -0.68 0.76
```

multiplicity = 4
orbital gap (alpha / beta) = 7.931 / 7.040 eV
HOMO level (alpha / beta) = -10.138 / -10.853 eV
charge = +1
E_LUMO (alpha / beta) = -2.21 / -3.81 eV
<S²> = 3.78

Population analysis type Löwdin, resulting atomic charges in e: Re 1.498; C -0.036; C -0.250; C -0.019; C -0.007; C -0.310; N -0.147; C -0.211; C 0.001; C -0.022; C -0.265; C -0.040; C 0.019; C -0.120; N -0.063; C -0.024; C -0.021; C -0.118; N -0.102; C -0.149; C 0.039; N -0.063; C -0.024; C -0.024; C -0.104; N -0.068; H 0.084; H 0.084; H 0.093; H 0.123; H 0.129; H 0.118; H 0.122; H 0.084; H 0.080; H 0.089; H 0.122; H 0.138; H 0.111; H 0.114; H 0.129; H 0.138; H 0.108; H 0.118; C -0.054; C -0.689; C -0.057; C -0.053; C -0.320; H 0.092; H 0.087; H 0.085; H 0.092; H 0.074; H 0.087; H 0.092; H 0.085; H 0.085; H 0.044